# 1
129
Properties=species:S:1:pos:R:3 method="wB97M-V/def2-TZVPD" e_above_lowest_kj_mol=418.2 homo_ev=-8.4 e_tot_ev=-81427.9252 gap_ha=0.31063
O -0.322 0.209 -0.191
H -0.786 -0.621 -0.081
H -0.073 0.465 0.697
O -5.101 -2.004 -1.657
H -4.216 -1.681 -1.488
H -5.672 -1.271 -1.427
O -4.910 1.619 0.911
H -4.026 1.681 1.274
H -5.486 1.669 1.674
C 4.357 0.494 3.265
C 3.977 1.801 3.999
O 3.824 2.879 3.090
O 3.330 -0.013 2.361
H 4.558 -0.269 4.017
H 5.237 0.598 2.631
H 4.724 2.044 4.755
H 2.998 1.657 4.455
H 2.991 3.322 3.269
H 3.433 0.565 1.601
C -0.149 -4.456 -4.814
C 0.225 -5.868 -4.407
O 1.634 -6.095 -4.665
O 0.370 -3.565 -3.988
H -1.230 -4.346 -4.728
H 0.206 -4.365 -5.841
H -0.416 -6.620 -4.867
H 0.059 -5.976 -3.335
H 1.743 -7.049 -4.641
H 0.169 -2.691 -4.330
C -1.671 1.133 3.117
C -0.177 1.347 2.924
O 0.435 0.189 2.495
O -2.369 0.936 1.857
H -2.155 1.891 3.732
H -1.666 0.207 3.692
H 0.196 1.546 3.929
H 0.047 2.191 2.271
H 1.380 0.360 2.489
H -2.441 -0.008 1.694
C -1.322 5.656 4.994
C -1.699 5.750 3.496
O -1.082 4.732 2.796
O -1.798 4.413 5.567
H -1.653 6.536 5.545
H -0.233 5.629 4.977
H -1.368 6.739 3.178
H -2.777 5.765 3.335
H -1.272 4.900 1.870
H -1.431 3.762 4.965
C -3.737 -2.175 1.845
C -4.866 -1.575 2.776
O -4.769 -2.245 4.094
O -2.355 -1.920 2.192
H -3.892 -1.873 0.809
H -3.827 -3.260 1.814
H -5.879 -1.601 2.373
H -4.665 -0.504 2.738
H -5.441 -1.860 4.661
H -2.195 -2.423 2.993
C -1.965 -2.388 -2.148
C -1.951 -3.560 -1.114
O -1.023 -3.216 -0.149
O -2.687 -1.219 -1.612
H -2.423 -2.785 -3.054
H -0.966 -2.072 -2.451
H -1.527 -4.433 -1.610
H -2.941 -3.871 -0.780
H -1.551 -2.926 0.599
H -2.407 -0.424 -2.072
C -1.656 5.159 -0.772
C -0.976 3.776 -0.833
O -1.943 2.735 -1.128
O -2.492 5.313 0.381
H -2.163 5.165 -1.737
H -1.029 6.047 -0.691
H -0.547 3.750 0.168
H -0.188 3.680 -1.580
H -1.592 1.885 -0.852
H -3.215 5.901 0.148
C 3.461 -2.308 -0.027
C 2.129 -2.938 0.455
O 1.598 -3.740 -0.490
O 3.341 -1.577 -1.200
H 4.144 -3.132 -0.236
H 3.881 -1.680 0.759
H 1.396 -2.178 0.726
H 2.268 -3.568 1.334
H 0.659 -3.574 -0.382
H 3.071 -0.686 -0.964
C 2.499 2.158 -0.411
C 2.946 2.998 -1.654
O 2.208 4.170 -1.556
O 3.348 1.015 -0.298
H 1.496 1.823 -0.678
H 2.379 2.710 0.521
H 2.681 2.445 -2.555
H 3.984 3.324 -1.730
H 2.350 4.701 -2.343
H 4.265 1.287 -0.221
C 3.238 -0.582 -5.449
C 2.583 -0.930 -6.857
O 1.258 -0.375 -7.136
O 2.511 -1.042 -4.436
H 3.401 0.495 -5.400
H 4.255 -0.971 -5.425
H 2.431 -2.009 -6.891
H 3.194 -0.520 -7.662
H 1.295 0.578 -7.026
H 1.773 -0.480 -4.187
C 1.898 -1.955 4.709
C 1.241 -3.135 4.123
O 2.034 -4.321 4.231
O 1.794 -1.955 6.119
H 1.355 -1.099 4.308
H 2.943 -1.890 4.404
H 1.019 -2.882 3.086
H 0.260 -3.317 4.560
H 1.405 -5.044 4.159
H 2.594 -1.480 6.354
C -1.332 0.766 -4.247
C -0.026 1.076 -3.541
O 0.463 -0.013 -2.742
O -2.384 0.864 -3.221
H -1.355 -0.254 -4.632
H -1.599 1.353 -5.125
H 0.053 2.019 -3.000
H 0.705 1.216 -4.336
H 0.403 0.239 -1.818
H -3.039 1.531 -3.439


# 2
138
Properties=species:S:1:pos:R:3 method="wB97M-V/def2-TZVPD" charge=+1 e_above_lowest_kj_mol=46.1 homo_ev=-11.4 e_tot_ev=-192073.0587 gap_ha=0.32769
C 2.975 2.440 -1.338
C 2.801 1.017 -1.888
C 2.690 -0.124 -0.877
Br 4.085 0.114 0.502
N 1.365 -0.255 -0.175
C 0.286 0.643 -0.681
C -0.208 0.273 -2.086
C -0.458 1.495 -2.965
C -0.152 1.224 -4.452
S 0.947 2.502 -5.141
C -0.797 0.808 0.424
C -2.158 1.311 -0.101
C -3.165 0.290 -0.662
O -3.241 0.415 -2.065
C -4.581 0.578 -0.109
F -4.858 1.899 -0.042
F -4.728 0.027 1.116
F -5.512 -0.006 -0.910
P -0.148 2.210 1.451
O 1.219 1.652 2.040
O -1.065 2.352 2.741
S -0.007 3.893 0.507
C -0.852 -0.445 1.379
C -2.114 -0.576 2.240
C -1.843 -1.159 3.633
O -2.922 -2.013 3.948
C -1.771 -0.085 4.737
F -2.032 -0.665 5.957
F -0.527 0.467 4.799
F -2.699 0.902 4.577
C -0.536 -1.681 0.559
C 0.932 -1.679 0.090
C 1.065 -2.589 -1.110
O 1.747 -2.011 1.176
C 1.942 -3.395 1.474
C 3.279 -3.917 0.941
C 4.330 -3.587 2.012
C 3.272 -5.425 0.654
C 4.515 -5.746 -0.204
C 2.065 -5.920 -0.130
H 2.527 3.138 -2.040
H 2.456 2.584 -0.398
H 4.016 2.706 -1.268
H 3.703 0.787 -2.444
H 1.999 1.010 -2.612
H 3.006 -1.041 -1.347
H 1.548 0.101 0.774
H 0.687 1.644 -0.792
H -1.015 -0.449 -2.064
H 0.617 -0.250 -2.557
H 0.233 2.267 -2.639
H -1.457 1.896 -2.882
H 0.339 0.267 -4.575
H -1.068 1.216 -5.026
H 2.003 1.749 -5.449
H -2.649 1.782 0.743
H -2.036 2.115 -0.811
H -2.985 -0.737 -0.371
H -3.294 -0.462 -2.442
H 1.862 2.373 1.988
H -1.788 2.958 2.552
H -0.007 -0.344 2.064
H -2.680 0.337 2.305
H -2.774 -1.306 1.786
H -0.896 -1.693 3.669
H -2.597 -2.844 4.290
H -1.163 -1.760 -0.324
H -0.718 -2.577 1.142
H 2.098 -2.834 -1.328
H 0.630 -2.185 -2.014
H 0.571 -3.529 -0.900
H 1.097 -4.014 1.196
H 2.000 -3.444 2.555
H 3.586 -3.367 0.053
H 5.333 -3.846 1.708
H 4.065 -4.040 2.960
H 4.312 -2.511 2.173
H 3.400 -5.974 1.582
H 4.256 -5.490 -1.223
H 5.361 -5.122 0.057
H 4.778 -6.794 -0.170
H 2.180 -6.987 -0.293
H 1.132 -5.817 0.415
H 2.012 -5.453 -1.106
O -3.961 -0.881 8.233
H -3.371 -0.863 8.991
H -3.383 -0.841 7.460
O 4.283 -6.738 -3.156
H 4.513 -7.581 -3.565
H 4.850 -6.098 -3.599
O 3.480 3.700 -6.527
H 2.963 4.476 -6.762
H 4.305 3.806 -7.008
O 1.811 5.873 -1.994
H 1.132 5.262 -1.691
H 1.854 6.539 -1.297
O 5.287 4.571 -1.873
H 4.534 5.134 -2.086
H 5.981 4.875 -2.470
O 3.999 -2.303 -2.890
H 4.813 -2.021 -2.459
H 4.220 -2.317 -3.833
O -6.492 0.826 7.735
H -5.836 0.161 7.978
H -6.087 1.302 7.004
O 6.328 2.683 -4.108
H 6.013 2.953 -3.239
H 5.528 2.555 -4.625
O -5.880 0.940 4.070
H -4.964 0.898 4.362
H -5.904 0.416 3.264
O 1.691 -6.396 -4.537
H 2.506 -6.538 -4.032
H 1.360 -5.548 -4.233
O -7.555 3.181 2.534
H -6.925 2.701 1.991
H -7.265 2.994 3.436
O 3.708 -2.138 -5.988
H 3.867 -2.748 -6.715
H 2.922 -1.658 -6.260
O -7.081 6.123 3.689
H -7.127 5.190 3.452
H -6.989 6.130 4.645
O 4.683 -0.891 -8.267
H 5.337 -0.955 -7.565
H 5.145 -0.484 -9.006
O -7.069 3.644 6.438
H -7.682 2.904 6.374
H -6.608 3.505 7.271
O -8.177 1.399 10.047
H -7.439 1.590 10.630
H -7.775 1.301 9.172
O -3.704 1.552 -4.724
H -4.580 1.937 -4.633
H -3.435 1.335 -3.826
O 0.360 8.417 -1.280
H 0.423 7.883 -2.080
H -0.429 8.951 -1.408


# 3
133
Properties=species:S:1:pos:R:3 method="wB97M-V/def2-TZVPD" homo_ev=-8.4 e_tot_ev=-81414.7453 gap_ha=0.30028
Ag 0.089 3.115 -2.149
C 0.304 0.161 0.149
O 0.531 0.486 -1.220
H 0.127 -0.900 0.327
H 1.102 0.413 0.847
H -0.541 0.739 0.522
O 2.958 -1.843 -0.558
H 2.693 -2.341 0.215
H 2.148 -1.444 -0.876
O 2.305 -0.128 -3.418
H 2.586 -1.043 -3.391
H 1.736 -0.029 -2.654
O 0.755 2.200 -4.720
H 0.908 2.645 -5.554
H 1.254 1.386 -4.788
O 5.553 -2.244 -0.840
H 6.049 -1.432 -0.728
H 4.637 -1.968 -0.834
O 3.850 1.148 -1.363
H 3.010 1.268 -0.921
H 3.631 0.697 -2.178
O -1.806 -0.562 -2.669
H -1.180 -0.151 -2.073
H -1.576 -0.218 -3.533
O 6.237 1.636 -0.177
H 6.773 1.340 -0.912
H 5.336 1.468 -0.453
C -3.556 -1.549 2.132
C -4.581 -0.379 2.135
C -4.265 0.640 0.971
O -5.878 -0.744 2.031
H -3.766 -2.191 2.987
H -2.502 -1.273 2.169
H -3.600 -2.258 1.306
H -4.442 0.141 3.083
H -4.783 1.587 1.121
H -4.578 0.306 -0.017
H -3.193 0.837 0.952
H -6.107 -1.303 2.777
C 0.221 -3.100 5.002
C 0.885 -1.766 4.861
C 0.091 -0.633 4.311
O 1.305 -1.543 6.115
H -0.130 -3.407 4.017
H -0.564 -2.926 5.739
H 0.914 -3.867 5.347
H 1.704 -1.859 4.148
H -0.095 -0.833 3.256
H 0.669 0.289 4.374
H -0.817 -0.511 4.902
H 2.010 -2.162 6.317
C 3.247 1.738 3.542
C 4.198 0.695 4.054
C 4.751 -0.171 2.950
O 5.199 1.216 4.853
H 2.977 2.357 4.398
H 2.435 1.220 3.034
H 3.741 2.526 2.973
H 3.646 -0.041 4.638
H 5.506 -0.831 3.377
H 5.206 0.475 2.200
H 3.985 -0.801 2.497
H 4.762 1.583 5.625
C -2.535 4.033 2.370
C -1.382 3.177 3.054
O -0.881 3.771 4.188
O -2.025 5.115 1.607
H -3.189 4.457 3.131
H -3.274 3.434 1.838
H -0.595 3.093 2.304
H -1.701 2.225 3.476
H -0.116 4.322 4.007
H -1.435 5.685 2.104
C -0.017 -4.522 0.720
C 1.158 -4.432 1.706
O 1.605 -3.058 1.783
O -1.149 -3.964 1.358
H -0.169 -5.599 0.645
H 0.149 -4.057 -0.252
H 2.009 -5.012 1.347
H 0.886 -4.863 2.670
H 0.961 -2.504 2.229
H -1.604 -3.540 0.626
C 2.372 4.512 -1.076
C 2.285 4.216 0.414
O 2.315 5.405 1.178
O 1.146 5.031 -1.603
H 2.503 3.561 -1.593
H 3.160 5.214 -1.349
H 3.003 3.501 0.815
H 1.302 3.768 0.561
H 2.147 5.119 2.079
H 1.072 5.928 -1.269
C 1.210 -5.538 -2.651
C 2.426 -5.090 -1.967
O 3.544 -5.968 -2.251
O 0.657 -6.715 -2.142
H 1.639 -5.794 -3.620
H 0.434 -4.775 -2.596
H 2.180 -4.927 -0.918
H 2.687 -4.137 -2.429
H 4.355 -5.526 -1.988
H -0.275 -6.634 -2.356
C -3.238 -3.688 -1.270
C -4.540 -3.042 -1.791
O -4.261 -2.170 -2.903
O -2.147 -2.769 -1.018
H -2.976 -4.418 -2.036
H -3.525 -4.273 -0.396
H -4.823 -2.424 -0.940
H -5.260 -3.739 -2.220
H -3.446 -2.404 -3.353
H -2.077 -2.147 -1.745
C -2.977 3.912 -2.335
C -2.623 2.900 -1.229
O -1.574 3.538 -0.587
O -1.936 3.959 -3.365
H -3.295 4.877 -1.940
H -3.862 3.542 -2.854
H -2.313 1.955 -1.675
H -3.412 2.835 -0.479
H -1.949 4.261 -0.078
H -2.322 3.886 -4.241
C -2.891 1.201 -5.587
C -3.196 2.434 -6.475
O -2.837 3.602 -5.873
O -1.558 0.756 -5.649
H -3.620 0.452 -5.897
H -3.261 1.395 -4.581
H -4.269 2.590 -6.592
H -2.760 2.421 -7.473
H -2.999 4.336 -6.469
H -0.978 1.451 -5.329